BeH34O21S | the ωB97M-V functional and the def2-TZVPD basis

Structure (ORCA input):
```
! wB97M-V def2-TZVPD RIJCOSX def2/J DEFGRID3
* xyz 0 1
S 14.419 4.075 10.692
O 12.031 3.798 7.917
O 15.088 4.984 14.475
O 12.207 6.757 9.063
O 15.123 0.329 9.528
O 11.530 2.898 11.777
O 14.381 5.693 7.423
O 18.126 3.599 10.692
O 14.045 4.455 12.028
O 12.419 1.094 9.449
O 14.404 2.648 10.516
O 14.171 2.192 7.325
O 13.627 4.701 9.617
O 16.651 3.503 8.163
O 16.520 1.491 11.744
O 18.459 6.109 12.155
O 14.815 7.044 11.929
O 13.608 0.557 11.760
O 11.803 5.597 12.713
O 16.685 6.791 10.108
O 13.207 2.612 14.024
O 15.846 4.441 10.510
Be 13.977 1.290 10.252
H 14.279 5.322 8.301
H 17.611 6.410 11.767
H 11.378 6.669 9.572
H 11.168 3.324 10.960
H 12.543 4.257 8.643
H 12.769 1.806 13.893
H 12.743 0.376 12.090
H 14.671 4.742 13.672
H 15.151 -0.462 9.021
H 13.118 3.021 13.172
H 17.276 4.125 10.603
H 11.536 4.452 7.386
H 16.338 5.896 10.136
H 14.197 -0.053 12.163
H 18.094 5.369 12.644
H 13.791 6.388 7.253
H 12.143 6.201 13.424
H 16.076 0.531 9.626
H 13.856 1.844 6.498
H 16.661 1.372 12.701
H 12.320 1.074 8.512
H 16.385 3.721 9.029
H 12.524 5.000 12.551
H 12.708 5.977 9.423
H 15.856 3.141 7.740
H 13.472 2.838 7.493
H 11.632 0.606 9.798
H 10.816 2.475 12.184
H 17.461 6.678 9.560
H 14.621 4.755 15.273
H 18.345 3.380 11.608
H 14.588 6.070 12.094
H 15.482 7.006 11.201
H 17.031 2.242 11.372
*
```

Properties
**Maximum force**: 0.0892 Eh/bohr
**HOMO energy**: -9.0 eV
**E_LUMO**: -1.97 eV
**Energy relative to the best compared isomer or geometry (same formula, charge and spin)**: 185.73 kJ/mol
**Frontier orbital gap**: 7.1 eV



Br2IOP | the ωB97M-V functional and the def2-TZVPD basis

Structure (ORCA input):
```
! wB97M-V def2-TZVPD RIJCOSX def2/J DEFGRID3
* xyz 0 1
I -2.639 -0.547 0.083
Br 0.164 -0.395 -2.422
Br 0.592 -2.361 0.589
P -0.295 -0.328 -0.203
O 0.437 0.783 0.415
*
```

Properties
**Maximum force**: 0.0458 Eh/bohr
**HOMO energy**: -10.7 eV
**E_LUMO**: -1.97 eV
**Energy relative to the best compared isomer or geometry (same formula, charge and spin)**: 0.00 kJ/mol
**Frontier orbital gap**: 8.8 eV
**SMILES**: O=P(Br)(Br)I



Br2O2S | the ωB97M-V functional and the def2-TZVPD basis

Structure (ORCA input):
```
! wB97M-V def2-TZVPD RIJCOSX def2/J DEFGRID3
* xyz 0 1
Br 0.954 -1.695 0.659
Br 0.393 0.436 -2.059
S -0.243 0.116 0.064
O -1.638 -0.184 0.267
O 0.534 1.327 1.069
*
```

Properties
**Maximum force**: 0.1507 Eh/bohr
**HOMO energy**: -11.0 eV
**E_LUMO**: -2.78 eV
**Energy relative to the best compared isomer or geometry (same formula, charge and spin)**: 211.93 kJ/mol
**Frontier orbital gap**: 8.2 eV
**SMILES**: O=S(=O)(Br)Br



Br3OP | the ωB97M-V functional and the def2-TZVPD basis

Structure (ORCA input):
```
! wB97M-V def2-TZVPD RIJCOSX def2/J DEFGRID3
* xyz 0 1
Br 2.130 0.995 -0.213
Br -2.292 -0.032 -0.166
Br 1.076 -2.222 -0.125
P 0.650 -0.235 0.792
O -0.525 0.410 -0.273
*
```

Properties
**Maximum force**: 0.0316 Eh/bohr
**HOMO energy**: -10.1 eV
**E_LUMO**: -0.93 eV
**Energy relative to the best compared isomer or geometry (same formula, charge and spin)**: 160.40 kJ/mol
**Frontier orbital gap**: 9.1 eV
**SMILES**: BrOP(Br)Br